Computed, not measured: a molecular structure, C20H45Li4N3O12, with ωB97M-V/def2-TZVPD.

* spin multiplicity: 1
* charge: 0
* HOMO energy: -3.448 eV
* M: 547.35 u
* F_max: 7.5 eV/A
* E_tot: -1885.86330 Eh

Each line ends with the Löwdin charge.
Geometry (Å):
Li -7.3355 2.9372 1.3449  0.645
Li 0.8321 -0.8307 0.9654  0.832
Li -3.9489 1.8614 4.5390  0.861
Li -4.1786 2.7466 -1.9351  0.696
C -8.7220 2.4113 4.7451  -1.193
O -7.5391 2.7223 4.6321  -0.151
O -9.1606 2.0058 5.7968  -0.035
O -9.5063 2.3407 3.7665  -0.094
C -2.6102 0.9973 0.9681  -1.226
O -3.7834 1.5409 0.9860  -0.238
O -1.9899 1.0741 -0.0698  -0.142
O -2.0933 0.5207 1.9419  -0.124
C 3.3113 6.1667 -1.7849  -0.129
O 3.0080 5.1137 -0.9125  -0.180
C 4.1502 4.4534 -0.4780  -0.234
C 3.7439 3.1587 0.3237  -0.182
N 3.0241 2.0985 -0.4105  -0.052
C 3.9089 1.6524 -1.4818  -0.205
C 3.3277 0.3915 -2.2528  -0.191
O 2.9354 -0.6839 -1.4230  -0.206
C 3.3316 -1.9722 -1.7493  -0.125
H 4.1182 6.8695 -1.5775  0.086
H 2.4852 6.8726 -1.8715  0.088
H 3.5455 5.7680 -2.7719  0.087
H 4.4895 5.1965 0.2437  0.121
H 4.9197 4.2877 -1.2320  0.114
H 3.0586 3.4731 1.1108  0.114
H 4.5769 2.6881 0.8460  0.112
H 2.1369 2.4564 -0.7343  0.114
H 4.9355 1.5061 -1.1460  0.119
H 4.0299 2.3374 -2.3210  0.105
H 4.0172 0.0818 -3.0382  0.114
H 2.4777 0.7531 -2.8315  0.115
H 3.8004 -2.3086 -0.8245  0.080
H 4.2205 -2.1055 -2.3659  0.094
H 2.4656 -2.6010 -1.9560  0.091
C 6.0431 -3.5636 3.7275  -0.114
O 5.1983 -3.4272 4.8814  -0.213
C 4.5822 -2.0862 4.8769  -0.156
C 3.0504 -2.4093 4.9443  -0.198
N 2.5960 -3.2397 3.8046  -0.049
C 1.2944 -3.9470 4.0357  -0.197
C 1.4211 -5.1794 4.8797  -0.221
O 2.2638 -6.1694 4.2437  -0.182
C 2.4494 -7.2998 5.0223  -0.135
H 6.8394 -2.8245 3.8152  0.079
H 5.5828 -3.4070 2.7519  0.083
H 6.5322 -4.5272 3.8699  0.090
H 4.9259 -1.5128 4.0161  0.106
H 4.9141 -1.4878 5.7253  0.114
H 2.4628 -1.5003 5.0731  0.108
H 2.8087 -2.9400 5.8652  0.103
H 3.1993 -4.0468 3.8723  0.070
H 0.7573 -4.2406 3.1337  0.115
H 0.6792 -3.3349 4.6952  0.117
H 0.3992 -5.5093 5.0669  0.129
H 1.9173 -4.9453 5.8215  0.117
H 3.5321 -7.4251 5.0087  0.085
H 2.1197 -8.2009 4.5050  0.085
H 2.1333 -7.2945 6.0654  0.093
C -3.2825 4.8240 -4.3671  -0.085
O -3.2335 3.4143 -4.0684  -0.242
C -2.9235 2.6059 -5.2406  -0.202
C -4.1331 1.7409 -5.5876  -0.218
N -4.3890 0.8790 -4.4243  -0.050
C -5.6751 0.1117 -4.6424  -0.186
C -6.0916 -0.8871 -3.5831  -0.190
O -5.5268 -2.2055 -3.6727  -0.158
C -4.2337 -2.3546 -3.4545  -0.184
H -3.8252 5.1877 -3.4946  0.074
H -3.9392 5.0200 -5.2147  0.099
H -2.3993 5.4497 -4.2386  0.094
H -1.9714 2.0809 -5.1631  0.123
H -2.7457 3.1363 -6.1761  0.117
H -4.0454 1.1334 -6.4883  0.119
H -4.8967 2.4333 -5.9421  0.122
H -3.6445 0.2037 -4.3252  0.094
H -5.5443 -0.5204 -5.5206  0.119
H -6.4909 0.8118 -4.8227  0.120
H -7.1779 -0.9697 -3.5458  0.126
H -5.9252 -0.4070 -2.6188  0.121
H -3.7843 -1.5297 -2.9016  0.089
H -3.7054 -2.3751 -4.4077  0.089
H -4.1007 -3.2471 -2.8430  0.100

Forces on atoms 1 to 2 (eV/Å):
Li -0.4 -0.4 1.3
Li -0.7 0.7 -0.2